A cluster of 3 separate species, C35H68N5O3Si in total, computed with the ωB97M-V functional and the def2-TZVPD basis.

```
! wB97M-V def2-TZVPD RIJCOSX def2/J DEFGRID3
* xyz 1 1
C 0.62 1.71 -1.38
C 1.95 1.84 -2.04
O 2.96 1.73 -1.44
O 2.02 2.16 -3.39
C 0.98 1.79 -4.19
O 0.30 2.56 -4.74
C 0.76 0.31 -4.42
N 1.67 -0.56 -3.66
C 1.35 -1.75 -3.32
N 0.08 -2.30 -3.56
C -0.11 -2.80 -2.15
C 1.21 -3.56 -1.87
C 1.68 -3.64 -0.44
C 0.83 -4.49 0.49
C -0.63 -4.07 0.65
C -1.29 -4.59 1.95
C -1.97 -3.53 2.82
C -1.06 -3.04 3.98
C -1.30 -1.58 4.39
C -0.01 -0.81 4.83
Si 0.50 0.35 3.44
C 0.71 -0.70 1.87
C -0.84 1.64 3.12
C 2.13 1.23 3.74
C 3.32 0.49 3.78
C 4.55 1.11 3.98
C 4.58 2.50 4.13
C 3.42 3.26 4.09
C 2.20 2.61 3.91
N 2.18 -2.62 -2.60
H -0.22 1.53 -2.05
H 0.69 0.88 -0.69
H 0.40 2.60 -0.79
H -0.27 0.08 -4.19
H 0.89 0.10 -5.48
H 2.60 -0.23 -3.39
H 0.29 -3.16 -4.08
H -1.06 -3.28 -1.98
H -0.09 -1.90 -1.54
H 1.22 -4.50 -2.42
H 2.67 -4.10 -0.48
H 1.84 -2.62 -0.08
H 0.87 -5.52 0.17
H 1.29 -4.47 1.48
H -1.19 -4.49 -0.19
H -0.77 -2.99 0.58
H -0.53 -5.11 2.53
H -2.04 -5.33 1.66
H -2.31 -2.68 2.23
H -2.84 -4.01 3.25
H -1.33 -3.65 4.83
H -0.02 -3.24 3.74
H -1.75 -1.07 3.54
H -2.05 -1.54 5.18
H 0.75 -1.55 5.03
H -0.23 -0.24 5.73
H 1.62 -0.36 1.37
H -0.14 -0.59 1.21
H 0.86 -1.75 2.13
H -0.73 2.44 3.84
H -1.83 1.22 3.20
H -0.70 2.03 2.12
H 3.28 -0.59 3.65
H 5.46 0.53 4.02
H 5.53 3.01 4.25
H 3.46 4.33 4.21
H 1.31 3.24 3.88
H 2.70 -3.15 -3.31
C 1.14 7.51 6.75
C 1.15 6.90 5.36
N -0.01 7.23 4.56
C -0.11 6.43 3.35
C 0.97 6.62 2.27
C -0.31 8.64 4.42
C 0.77 9.55 3.81
H 0.23 7.25 7.28
H 1.99 7.14 7.32
H 1.23 8.60 6.71
H 1.18 5.81 5.47
H 2.09 7.18 4.85
H -1.09 6.60 2.90
H -0.12 5.38 3.65
H 0.84 7.54 1.72
H 0.90 5.80 1.55
H 1.98 6.60 2.68
H -0.57 9.03 5.40
H -1.23 8.74 3.83
H 1.76 9.35 4.24
H 0.53 10.59 4.03
H 0.83 9.45 2.73
C -2.71 -2.26 -6.32
C -2.62 -3.43 -7.29
N -2.15 -4.65 -6.65
C -1.78 -5.69 -7.60
C -2.89 -6.28 -8.49
C -2.92 -5.09 -5.50
C -4.41 -5.35 -5.68
H -1.75 -2.12 -5.81
H -2.95 -1.35 -6.85
H -3.48 -2.42 -5.56
H -1.90 -3.17 -8.07
H -3.59 -3.55 -7.79
H -1.30 -6.50 -7.05
H -1.01 -5.28 -8.25
H -3.54 -6.95 -7.94
H -2.43 -6.86 -9.29
H -3.50 -5.51 -8.95
H -2.80 -4.34 -4.71
H -2.44 -5.99 -5.09
H -4.90 -4.56 -6.25
H -4.90 -5.40 -4.70
H -4.61 -6.30 -6.17
*
```

The value obtained for the max |F| is 1.4 eV/Å. The HOMO energy comes out at -9.44 eV. The value obtained for the LUMO energy is -0.1387 Eh.

A cluster of 11 separate species, C35H69N7O9 in total, computed with the ωB97M-V functional and the def2-TZVPD basis.

```
! wB97M-V def2-TZVPD RIJCOSX def2/J DEFGRID3
* xyz 0 1
C 3.42 12.77 42.76
C 3.81 11.45 42.45
C 5.21 11.37 42.45
N 5.66 12.66 42.51
C 4.62 13.54 42.80
H 2.47 13.20 43.04
H 3.09 10.66 42.35
H 5.88 10.53 42.32
H 6.65 12.87 42.58
H 4.71 14.62 42.91
C 0.58 9.81 39.51
C 1.81 9.28 39.05
C 1.38 8.54 37.96
N 0.01 8.69 37.67
C -0.46 9.47 38.68
H 0.48 10.44 40.39
H 2.80 9.40 39.48
H 2.01 8.00 37.26
H -0.36 8.39 36.78
H -1.47 9.85 38.62
C 6.96 11.71 34.12
N 7.94 11.12 35.07
C 8.39 9.85 35.24
C 9.35 9.51 36.41
O 8.09 9.03 34.47
H 6.43 10.89 33.63
H 7.28 12.47 33.41
H 6.27 12.28 34.73
H 8.33 11.67 35.82
H 10.38 9.79 36.20
H 9.19 8.44 36.51
H 9.13 9.84 37.43
C 8.81 1.59 35.89
N 9.10 2.87 36.63
C 9.27 3.06 37.98
C 9.61 4.54 38.34
O 9.04 2.23 38.77
H 7.73 1.45 35.88
H 9.37 0.75 36.31
H 9.11 1.66 34.85
H 9.52 3.60 36.07
H 9.45 4.67 39.41
H 8.74 5.06 37.93
H 10.47 4.85 37.75
C 6.07 5.22 42.11
N 6.57 4.18 43.04
C 6.38 2.85 42.86
C 7.38 2.13 43.86
O 5.77 2.32 42.01
H 6.98 5.62 41.66
H 5.56 6.03 42.64
H 5.50 4.84 41.26
H 7.34 4.49 43.62
H 7.11 2.54 44.83
H 8.42 2.27 43.58
H 6.99 1.11 43.88
C 5.54 4.64 36.59
N 4.09 4.33 36.70
C 3.08 5.21 36.48
C 1.64 4.70 36.64
O 3.22 6.39 36.04
H 5.66 5.71 36.45
H 6.10 4.14 35.81
H 6.07 4.50 37.53
H 3.81 3.40 36.97
H 1.57 3.64 36.88
H 1.16 4.96 35.70
H 1.28 5.08 37.59
C 6.34 13.33 39.10
N 5.49 14.19 38.26
C 5.21 15.45 38.57
C 4.63 16.33 37.46
O 5.77 15.95 39.55
H 6.26 13.51 40.17
H 7.40 13.50 38.89
H 6.17 12.25 39.05
H 4.96 13.79 37.50
H 5.18 17.27 37.55
H 3.59 16.58 37.67
H 4.47 15.96 36.45
C 10.58 4.61 42.95
C 9.75 5.91 42.99
C 10.26 7.18 42.33
O 8.69 5.98 43.60
H 10.29 3.94 43.76
H 11.58 4.83 43.31
H 10.49 4.09 42.00
H 9.41 7.73 41.92
H 10.95 6.85 41.55
H 10.86 7.62 43.13
C 10.78 11.50 41.20
C 9.70 12.54 41.42
C 9.91 13.94 40.86
O 8.82 12.35 42.24
H 10.54 11.03 40.25
H 10.78 10.73 41.98
H 11.70 12.08 41.31
H 8.98 14.39 40.51
H 10.67 13.87 40.08
H 10.34 14.46 41.72
C 2.99 6.59 40.37
C 1.62 6.56 41.09
C 1.42 7.42 42.34
O 0.66 5.93 40.71
H 3.59 7.48 40.57
H 2.73 6.64 39.32
H 3.68 5.74 40.47
H 0.42 7.26 42.72
H 1.55 8.48 42.12
H 2.15 7.13 43.10
C 5.87 7.94 38.25
C 7.05 7.93 39.22
C 7.55 9.20 39.79
O 7.60 6.84 39.50
H 5.24 7.08 38.51
H 6.37 7.74 37.31
H 5.23 8.81 38.12
H 8.63 9.00 39.82
H 7.11 9.29 40.79
H 7.26 9.96 39.07
*
```

The value obtained for the max |F| is 5.0 eV/Å. The HOMO energy comes out at -7.90 eV. The value obtained for the LUMO energy is 0.0006 Eh.

Q: The lowest LUMO energy belongs to which entry?
A: C35H68N5O3Si